No. 1
{"formula": "C30H90N7O11", "method": "ωB97M-V/def2-TZVPD", "e_above_lowest_kcal_mol": 41.8, "gap_ev": 6.585, "charge": 1, "elements": ["O", "H", "H", "H", "O", "H", "H", "H", "C", "C", "O", "H", "H", "H", "H", "H", "C", "C", "C", "O", "C", "N", "H", "H", "H", "H", "H", "H", "H", "H", "H", "H", "H", "C", "C", "C", "O", "C", "N", "H", "H", "H", "H", "H", "H", "H", "H", "H", "H", "H", "C", "C", "C", "O", "C", "N", "H", "H", "H", "H", "H", "H", "H", "H", "H", "H", "H", "C", "C", "C", "O", "C", "N", "H", "H", "H", "H", "H", "H", "H", "H", "H", "H", "H", "C", "C", "C", "O", "C", "N", "H", "H", "H", "H", "H", "H", "H", "H", "H", "H", "H", "C", "C", "C", "O", "C", "N", "H", "H", "H", "H", "H", "H", "H", "H", "H", "H", "H", "C", "C", "C", "O", "C", "N", "H", "H", "H", "H", "H", "H", "H", "H", "H", "H", "H", "O", "H", "H"], "xyz": [[4.3506, -0.8023, -3.3075], [5.2637, -0.5982, -3.0377], [4.4220, -1.5269, -3.9561], [3.7330, -0.9915, -2.5104], [5.0862, -1.0556, 0.3906], [5.0473, -1.6353, 1.2553], [4.9160, -0.1288, 0.6364], [4.3511, -1.3191, -0.2455], [0.6007, -0.1726, -0.8291], [1.8771, -0.7940, -0.2945], [2.8365, -1.1367, -1.2476], [0.0237, 0.1729, 0.0291], [0.1227, -0.9710, -1.3984], [0.8352, 0.6779, -1.4692], [1.7392, -1.5925, 0.4553], [2.3726, -0.1015, 0.4252], [5.0283, 2.6632, -4.6092], [4.2261, 3.2857, -3.5242], [4.9904, 3.4707, -2.1783], [4.2628, 3.9397, -1.0654], [3.0613, 3.2673, -0.7263], [3.8197, 4.6439, -3.9780], [5.9180, 3.2358, -4.8823], [4.5465, 2.5259, -5.5776], [5.3091, 1.6526, -4.2834], [3.2883, 2.7700, -3.3012], [5.8888, 4.0719, -2.3285], [5.4679, 2.5038, -1.9282], [3.2378, 2.3358, -0.1808], [2.3568, 3.1929, -1.5556], [2.5746, 3.9296, -0.0082], [3.2701, 4.9252, -3.1632], [4.6424, 5.2360, -3.8734], [-4.6194, -1.1550, -2.7070], [-5.0512, -0.3441, -3.9232], [-3.9001, 0.4941, -4.4766], [-3.5065, 1.4755, -3.5276], [-2.1702, 1.3254, -3.1132], [-5.6931, -1.2251, -4.8800], [-5.3943, -1.8438, -2.3829], [-4.4910, -0.4284, -1.8978], [-3.6241, -1.5698, -2.8835], [-5.8491, 0.3269, -3.5916], [-4.1771, 0.9717, -5.4252], [-3.0175, -0.0765, -4.7928], [-1.4742, 1.5370, -3.9323], [-1.9444, 0.4269, -2.5360], [-1.9661, 2.1739, -2.4515], [-6.1784, -0.7239, -5.6088], [-5.1171, -1.9790, -5.2243], [-5.7825, 4.0092, 1.9155], [-5.4215, 3.1296, 0.7182], [-4.6514, 1.9041, 1.1286], [-3.2997, 2.1553, 1.5503], [-2.4069, 2.6447, 0.5750], [-6.6875, 2.6653, 0.1027], [-6.4197, 3.5348, 2.6649], [-6.2990, 4.9092, 1.5776], [-4.9182, 4.3196, 2.5069], [-4.9527, 3.7266, -0.0681], [-4.6088, 1.1096, 0.3755], [-5.1304, 1.4280, 1.9838], [-3.0160, 3.0780, -0.2242], [-2.0019, 1.7509, 0.0775], [-1.6168, 3.3183, 0.8953], [-6.5223, 2.4745, -0.8796], [-7.3881, 3.3961, 0.1141], [-2.1663, -3.8170, -4.8953], [-0.8621, -3.6005, -4.1331], [0.2990, -4.2407, -4.9188], [0.0842, -5.6271, -5.1764], [1.0274, -6.2209, -6.0223], [-0.5768, -2.1516, -4.0696], [-2.0570, -3.3113, -5.8570], [-2.9648, -3.3849, -4.2927], [-2.3447, -4.8774, -5.0560], [-0.9588, -4.0174, -3.1307], [1.2615, -3.9979, -4.4498], [0.3535, -3.7880, -5.9187], [1.1167, -5.7036, -6.9872], [0.7098, -7.2394, -6.2326], [2.0108, -6.1833, -5.5391], [-0.5719, -1.8388, -5.0386], [0.3954, -2.0339, -3.7913], [-2.4850, -1.6331, 4.9906], [-2.3303, -0.4221, 4.0822], [-1.9131, -0.6439, 2.6068], [-3.0016, -1.1301, 1.8450], [-2.6179, -1.7496, 0.6460], [-3.5983, 0.3114, 4.1069], [-1.5246, -2.1356, 5.1515], [-3.1536, -2.3244, 4.4732], [-2.8085, -1.4247, 6.0076], [-1.5750, 0.2458, 4.5042], [-1.1385, -1.4210, 2.5602], [-1.6430, 0.3387, 2.2086], [-2.1939, -2.7501, 0.8113], [-1.8903, -1.1620, 0.0812], [-3.4669, -1.9926, 0.0069], [-3.5156, 1.0376, 3.3998], [-4.3153, -0.3037, 3.7315], [2.6699, -3.4633, 2.7738], [3.4402, -2.2979, 3.3519], [3.4992, -2.3923, 4.8635], [4.5633, -1.5758, 5.3443], [4.7710, -1.6692, 6.7467], [4.8114, -2.2751, 2.7253], [2.7976, -3.4171, 1.6864], [1.6099, -3.2800, 2.9494], [3.0404, -4.4599, 3.0124], [2.9864, -1.3864, 2.9579], [3.5374, -3.4384, 5.1937], [2.5797, -2.0674, 5.3632], [3.8923, -1.9338, 7.3449], [5.1874, -0.7418, 7.1248], [5.4005, -2.5438, 6.9418], [5.1751, -3.2028, 2.9507], [5.2900, -1.7094, 3.4376], [1.2242, 0.8755, 3.6242], [1.1149, 2.3551, 3.9906], [-0.3162, 2.8648, 4.1657], [-0.3079, 4.0717, 4.9060], [-1.4614, 4.8612, 4.7679], [2.1290, 2.6749, 5.0116], [0.3176, 0.5780, 3.0853], [1.2669, 0.1732, 4.4587], [1.9726, 0.6951, 2.8522], [1.5195, 2.8068, 3.0763], [-0.8793, 2.1882, 4.8241], [-0.8621, 3.0828, 3.2425], [-2.3812, 4.2584, 4.7873], [-1.5566, 5.2782, 3.7567], [-1.5456, 5.6148, 5.5427], [1.8367, 2.1550, 5.8382], [1.9568, 3.6502, 5.2500], [2.8552, -4.2831, -1.0687], [2.3543, -3.4570, -1.0947], [3.7567, -4.0104, -0.8809]], "forces_ev_per_a": [[1.2, -0.1, -1.1], [-0.2, 0.2, 0.2], [-0.4, 0.0, 0.1], [-1.9, 0.0, 1.9], [0.4, 0.4, -0.4], [-0.4, -0.6, 1.4], [0.0, -0.1, 0.0], [-1.4, 0.2, -0.7], [0.8, -0.7, 0.3], [1.4, 1.1, 1.3], [2.1, -1.0, -0.9], [-0.3, -0.1, -0.2], [-0.6, 0.4, -0.1], [0.0, -0.1, -0.1], [-0.7, -0.6, -0.7], [-0.3, 0.7, -0.2], [0.7, -1.3, -0.4], [-0.3, 2.2, 0.6], [0.6, -2.1, -0.4], [0.0, 0.3, -0.6], [0.0, 1.0, 0.5], [-0.4, -0.4, 1.1], [0.2, 0.0, 0.5], [-0.6, 0.2, 0.3], [0.4, 0.1, -0.2], [0.2, -0.4, -0.3], [-0.4, 0.7, 0.1], [-0.3, -0.4, 0.2], [0.0, -0.4, -0.4], [0.1, -0.5, -0.1], [0.0, 0.0, 0.0], [-0.3, 0.7, -0.5], [0.0, 0.1, -0.4], [0.4, 1.3, 0.3], [-0.3, -0.6, 0.0], [0.1, 0.2, -0.5], [0.1, -0.3, 0.0], [0.3, 1.6, 0.5], [-0.2, 0.0, 0.0], [0.2, -0.3, -0.2], [0.1, -0.1, 0.1], [-0.2, -0.6, 0.1], [0.2, 0.3, 0.0], [-0.4, 0.3, 0.2], [-0.1, -0.6, 0.4], [0.1, -0.7, -0.2], [-0.1, -0.3, -0.4], [-0.2, -0.1, 0.2], [0.2, -0.2, -0.2], [0.1, 0.1, -0.2], [0.3, 0.3, 0.3], [-1.5, 0.4, -0.1], [1.2, -0.7, 0.0], [0.0, 0.8, 1.3], [-1.4, -1.4, -1.6], [0.0, -0.3, 0.0], [-0.2, -0.4, -0.4], [0.0, 0.0, 0.0], [0.2, 0.1, -0.4], [0.7, 0.1, 0.5], [-0.2, 0.3, -0.4], [-0.1, 0.2, 0.1], [0.4, 0.6, 0.0], [0.6, 0.2, 0.1], [-0.2, 0.0, 0.5], [0.0, -0.2, 0.0], [0.0, 0.1, 0.2], [0.5, 0.2, 0.6], [0.5, -0.2, -1.0], [-0.4, -0.7, -0.8], [-0.4, 0.5, 0.9], [0.4, 0.4, -0.1], [0.1, -0.3, 0.0], [-0.4, 0.0, -0.1], [-0.2, 0.0, -0.3], [0.0, 0.0, 0.0], [0.2, 0.0, 0.1], [0.1, -0.5, 0.3], [-0.2, 0.5, 0.0], [-0.1, 0.1, 0.0], [0.1, 0.0, 0.2], [0.1, -0.3, -0.1], [-0.2, 0.2, 0.0], [-0.1, 0.1, 0.3], [0.9, -0.6, -0.7], [-0.6, 0.6, 0.1], [-0.4, -1.0, 0.6], [-0.6, -0.1, 0.0], [0.2, -0.8, -0.2], [0.0, 0.3, -0.2], [0.0, -0.1, -0.4], [-0.1, -0.2, 0.4], [-0.5, 0.4, -0.3], [0.1, -0.1, 0.0], [0.5, 0.4, -0.1], [0.5, -0.1, -0.1], [0.4, 0.1, 0.3], [-0.1, 0.1, 0.0], [-0.3, 0.6, 0.2], [-0.1, 0.2, 0.1], [0.0, -0.1, 0.1], [-0.2, 0.6, -1.2], [0.0, -0.4, -1.1], [-0.1, 0.6, 0.8], [-0.5, -0.2, -0.1], [0.1, -1.1, 0.3], [0.1, 0.0, 1.3], [-0.2, 0.0, -0.1], [0.0, -0.7, 0.2], [-0.2, 0.1, 0.6], [-0.2, 0.1, 0.6], [0.8, -0.1, -0.2], [-0.3, 0.3, -0.5], [-0.5, 0.5, -0.5], [0.2, 0.0, -0.1], [0.5, 0.3, 0.0], [0.3, 0.0, -0.5], [0.5, 0.2, -0.5], [-1.5, -0.3, -0.6], [1.5, 0.0, -1.6], [-0.5, 0.3, 1.6], [0.8, 0.9, 0.3], [-1.1, -0.8, -0.9], [-1.4, 0.0, 0.2], [-0.2, 0.1, 0.1], [0.4, 0.2, 0.1], [0.6, 0.0, 0.5], [-0.3, 0.5, 0.1], [-0.2, -0.4, -0.6], [0.2, -0.7, -0.3], [0.1, -0.3, 0.6], [0.5, 0.5, 0.1], [0.4, 0.1, 0.0], [0.3, 0.1, 0.2], [0.3, 0.0, 0.2], [-0.1, 0.0, 0.0], [0.1, 0.1, -0.1], [0.0, 0.0, 0.0]]}

No. 2
{"formula": "C30H90O30", "method": "ωB97M-V/def2-TZVPD", "e_above_lowest_kcal_mol": 243.1, "gap_ev": 9.829, "elements": ["C", "C", "O", "O", "H", "H", "H", "H", "H", "H", "C", "C", "O", "O", "H", "H", "H", "H", "H", "H", "C", "C", "O", "O", "H", "H", "H", "H", "H", "H", "C", "C", "O", "O", "H", "H", "H", "H", "H", "H", "C", "C", "O", "O", "H", "H", "H", "H", "H", "H", "C", "C", "O", "O", "H", "H", "H", "H", "H", "H", "C", "C", "O", "O", "H", "H", "H", "H", "H", "H", "C", "C", "O", "O", "H", "H", "H", "H", "H", "H", "C", "C", "O", "O", "H", "H", "H", "H", "H", "H", "C", "C", "O", "O", "H", "H", "H", "H", "H", "H", "C", "C", "O", "O", "H", "H", "H", "H", "H", "H", "C", "C", "O", "O", "H", "H", "H", "H", "H", "H", "C", "C", "O", "O", "H", "H", "H", "H", "H", "H", "C", "C", "O", "O", "H", "H", "H", "H", "H", "H", "C", "C", "O", "O", "H", "H", "H", "H", "H", "H"], "xyz": [[-5.8392, -2.7596, -5.4607], [-6.7752, -2.3357, -4.3142], [-7.2077, -3.3713, -3.4638], [-6.6429, -2.8943, -6.6380], [-5.5050, -3.7967, -5.4347], [-5.0517, -2.0528, -5.7223], [-7.5873, -1.6989, -4.6652], [-6.2831, -1.5515, -3.7389], [-6.9329, -3.0618, -2.5976], [-7.2072, -3.6663, -6.5527], [-2.1251, 9.5549, 5.1090], [-2.4836, 8.0620, 4.9707], [-1.4039, 7.4037, 4.2953], [-1.7021, 10.1001, 3.9369], [-1.4402, 9.6500, 5.9515], [-2.8668, 10.2913, 5.4182], [-3.4215, 7.7642, 4.5019], [-2.6161, 7.6735, 5.9805], [-1.1948, 8.0312, 3.5995], [-1.5473, 11.0330, 4.1024], [-5.0708, -5.6025, 4.3371], [-5.4652, -4.0934, 4.0283], [-5.9660, -3.8521, 2.7806], [-6.2435, -6.4129, 3.9604], [-4.8437, -5.7548, 5.3923], [-4.2507, -5.9317, 3.6991], [-4.6291, -3.4304, 4.2508], [-6.2174, -3.7584, 4.7424], [-5.9411, -2.8934, 2.7370], [-6.6939, -6.0700, 3.1850], [-1.5266, -8.1810, -0.5115], [-2.5265, -7.3718, -1.3602], [-1.8295, -6.2524, -1.8798], [-0.4642, -8.7094, -1.2729], [-2.0781, -9.0093, -0.0667], [-1.1294, -7.5465, 0.2807], [-3.5046, -7.1643, -0.9262], [-2.7554, -7.9955, -2.2243], [-0.9233, -6.5060, -2.0696], [-0.7433, -9.3648, -1.9165], [3.7881, 1.6824, -9.3533], [3.7639, 0.6762, -10.5369], [4.7444, -0.3570, -10.2845], [3.2122, 0.9711, -8.2260], [3.0285, 2.4090, -9.6417], [4.7705, 2.0529, -9.0602], [4.0487, 1.1499, -11.4764], [2.8018, 0.1726, -10.6305], [4.7434, -0.9569, -11.0340], [3.8100, 0.2201, -8.2143], [9.0605, -1.3828, 3.4580], [8.3034, -0.0535, 3.0979], [9.0865, 1.1002, 2.8135], [9.2477, -2.2346, 2.3394], [8.3849, -1.8544, 4.1717], [9.9158, -1.0706, 4.0572], [7.6534, 0.2610, 3.9144], [7.7452, -0.2287, 2.1782], [9.4364, 0.9001, 1.9422], [9.9713, -2.8608, 2.4153], [-7.9337, 3.3897, 0.4583], [-9.3462, 2.8331, 0.1004], [-10.1661, 3.7980, -0.4789], [-7.0161, 2.4810, 1.0884], [-7.9307, 4.2915, 1.0705], [-7.3701, 3.6103, -0.4483], [-9.7087, 2.3548, 1.0103], [-9.1688, 2.0285, -0.6133], [-10.8704, 3.3264, -0.9296], [-6.2048, 2.9934, 1.1160], [2.7515, -4.4900, 5.4801], [2.2562, -5.4253, 6.6280], [0.8559, -5.2751, 7.0732], [3.0980, -3.1965, 6.0272], [1.9291, -4.5057, 4.7648], [3.6880, -4.9974, 5.2485], [2.8207, -5.3822, 7.5595], [2.2959, -6.4624, 6.2948], [0.8018, -5.7281, 7.9179], [3.0048, -2.5522, 5.3216], [0.4447, 0.5938, -0.8847], [0.8730, 0.0036, 0.5072], [1.4437, 0.9948, 1.3722], [-0.6024, 1.4752, -0.8322], [0.0480, -0.1565, -1.5685], [1.2817, 1.1498, -1.3071], [1.5973, -0.7940, 0.3420], [-0.0640, -0.2573, 0.9992], [0.9107, 1.7923, 1.4128], [-0.9642, 1.5685, -1.7165], [-2.7545, 4.8825, -9.0157], [-2.8764, 3.2455, -8.8595], [-2.2204, 2.8400, -7.5819], [-3.5532, 5.5111, -8.0492], [-3.0755, 5.2684, -9.9833], [-1.7282, 5.2417, -8.9390], [-2.4588, 2.6748, -9.6889], [-3.9525, 3.0741, -8.8872], [-1.2973, 2.6191, -7.7260], [-4.2070, 6.1106, -8.4161], [1.3730, 8.6781, -2.2673], [0.5067, 8.1755, -3.4607], [-0.5272, 8.9870, -3.9896], [1.9573, 9.8906, -2.7433], [2.1993, 8.0233, -1.9905], [0.7792, 8.8656, -1.3727], [0.1933, 7.1318, -3.4826], [1.1725, 8.1579, -4.3236], [-0.9694, 8.3394, -4.5433], [1.3609, 10.6358, -2.6406], [5.2379, 7.6237, 7.0714], [5.4960, 6.1557, 6.7235], [5.0920, 5.2444, 7.6712], [5.8724, 8.0059, 8.2561], [4.1730, 7.7187, 7.2841], [5.6138, 8.2795, 6.2861], [6.5664, 6.2335, 6.5332], [5.1181, 5.8180, 5.7585], [4.1347, 5.2424, 7.5984], [5.8267, 8.9636, 8.3045], [0.3820, -5.4428, -7.4745], [1.7115, -5.5941, -6.8445], [1.8177, -4.9501, -5.6320], [0.1206, -4.0861, -7.8881], [-0.3642, -5.7266, -6.7324], [0.3503, -6.1384, -8.3131], [2.4407, -5.0629, -7.4563], [2.0148, -6.6397, -6.7920], [2.7123, -4.9866, -5.2858], [-0.1129, -3.5402, -7.1338], [6.1501, -7.5263, -0.2866], [5.5632, -8.3474, 0.9023], [6.5822, -8.4542, 1.9057], [5.8685, -6.1176, -0.1446], [5.6611, -7.7702, -1.2297], [7.2268, -7.5979, -0.4405], [5.3499, -9.3734, 0.6024], [4.6379, -7.9221, 1.2908], [6.9566, -7.5784, 2.0258], [6.6419, -5.5699, 0.0087], [-1.2922, 1.0312, 8.4157], [-2.1550, -0.0170, 9.0271], [-2.9469, 0.6427, 10.0059], [-0.1528, 1.0031, 9.2083], [-1.6366, 2.0624, 8.3369], [-1.0451, 0.7884, 7.3822], [-1.5841, -0.7620, 9.5813], [-2.7698, -0.6547, 8.3920], [-2.9494, 0.0243, 10.7401], [0.1331, 0.1352, 8.9142]], "forces_ev_per_a": [[-2.0, -1.2, -0.9], [1.4, 1.5, 0.2], [0.0, 0.1, 0.1], [-0.4, 0.8, -1.3], [1.0, 0.3, 1.5], [-0.1, 0.0, 0.3], [-0.5, -0.7, -0.8], [0.7, -0.2, 0.5], [-0.2, -0.5, 0.2], [0.0, 0.0, 0.1], [-1.6, 0.0, 2.1], [0.1, 0.2, 0.3], [-0.5, 0.3, 0.6], [1.5, 0.3, -2.3], [0.9, -0.3, -0.2], [-1.3, -1.0, 0.6], [-0.2, 0.7, -0.5], [0.5, -0.2, 0.1], [0.4, -0.1, -0.4], [0.1, 0.0, -0.3], [-2.4, 1.1, -2.3], [1.1, -1.0, 3.2], [-0.1, -0.1, -1.8], [1.0, -0.1, 1.3], [-0.2, 0.0, -0.2], [0.3, 0.2, 0.1], [0.6, -0.2, -0.1], [-0.2, -0.5, 0.5], [-0.3, 0.0, -0.6], [0.4, 0.4, -0.1], [-1.8, -0.5, 0.1], [1.8, -1.0, -1.0], [-0.9, 1.1, 0.3], [0.9, 0.7, -0.1], [-0.1, -0.1, 0.4], [0.3, -0.1, -0.1], [0.5, 0.6, 0.5], [-0.3, -0.5, -0.2], [0.1, -0.3, 0.0], [-0.4, 0.0, 0.1], [-1.9, -1.9, -0.5], [1.5, -0.1, 0.2], [-0.1, 0.4, 0.3], [0.8, 0.5, -0.6], [0.5, 0.6, 0.3], [0.0, 0.3, -0.5], [-0.2, 0.3, -0.1], [-0.3, 0.5, 0.1], [0.0, -0.1, 0.0], [-0.2, -0.6, 0.6], [-1.3, 1.2, 0.8], [0.3, -0.5, -0.5], [0.5, -0.5, 0.0], [0.0, 0.7, -0.4], [-0.1, -0.4, 0.1], [0.6, -0.3, -0.5], [0.0, -0.4, 0.0], [-0.6, -0.4, 0.3], [0.4, 0.5, -0.1], [0.1, 0.2, 0.5], [0.7, 0.6, -0.9], [2.3, -1.1, 0.7], [-0.1, 0.5, 0.2], [-0.9, -0.7, 0.4], [-0.7, 0.2, 0.0], [-0.8, 0.6, -0.6], [-0.6, 0.2, 0.2], [0.1, -0.2, -0.1], [-0.1, 0.1, 0.0], [0.2, -0.3, 0.2], [-0.3, -0.6, 3.2], [-1.3, -0.3, 0.7], [0.8, 0.7, -0.9], [-0.7, -0.7, -0.6], [0.5, 0.3, -0.5], [-0.1, 0.1, -1.1], [0.7, 0.4, -0.4], [0.4, 0.0, -0.5], [0.0, 0.0, 0.0], [0.0, 0.1, 0.0], [1.4, -1.1, -0.1], [-1.5, 2.1, -0.8], [0.9, -0.4, -0.3], [-1.9, 1.8, 1.2], [1.1, -1.0, 0.1], [0.6, -0.5, -0.2], [-0.2, 0.0, 0.3], [0.0, -1.0, -0.1], [-0.3, -0.1, -0.2], [0.0, 0.1, 0.1], [-0.2, -1.5, -0.6], [1.4, 2.3, 0.9], [-1.7, 0.4, -1.4], [-0.1, 0.0, 1.1], [-0.1, -0.7, -0.5], [0.2, -0.4, 0.4], [0.3, 0.3, -0.1], [0.1, -0.4, 0.8], [0.0, 0.1, -0.4], [0.2, -0.2, -0.3], [-1.5, 1.0, -1.3], [1.9, -1.1, -1.3], [-0.7, 0.3, 1.2], [0.6, 0.1, 0.4], [-0.2, -0.3, -0.4], [-0.1, -0.1, 0.1], [-0.3, -0.2, 1.1], [1.1, -0.1, 0.3], [-0.5, 0.5, -0.2], [-0.2, -0.2, 0.0], [-1.3, -0.4, -0.1], [1.4, 1.6, -1.2], [0.0, -0.4, 0.9], [1.0, -0.2, 0.9], [-0.5, 0.4, -0.7], [-0.5, -0.2, -0.5], [0.5, -1.2, 0.7], [-0.4, 0.7, -0.4], [-0.2, -0.3, 0.3], [0.0, 0.0, 0.1], [-0.7, 0.8, 0.7], [2.0, 0.2, -1.2], [-0.9, 0.6, 2.1], [0.2, -0.8, -0.6], [-0.3, -0.3, -0.1], [-0.3, 0.4, -0.3], [0.1, -0.4, -0.9], [-0.2, -0.3, 0.1], [0.0, -0.1, -0.2], [0.1, -0.2, 0.2], [-1.0, 0.9, -0.2], [1.7, 0.2, -0.7], [-0.5, -0.1, 0.1], [-0.5, 0.1, 0.4], [0.0, -0.4, 0.0], [0.0, -0.8, 0.4], [0.1, 0.0, -0.1], [0.1, 0.3, -0.1], [0.0, 0.1, 0.2], [0.2, -0.4, 0.0], [-0.1, 0.0, -1.3], [-1.8, -0.2, 0.5], [-0.4, -0.4, 0.4], [1.6, 0.2, -0.1], [-0.7, -0.3, 0.6], [0.1, -0.3, -0.3], [0.8, 0.1, -0.3], [-0.3, 0.5, -0.7], [-0.4, 0.4, 0.3], [1.3, -0.1, 0.8]]}